(1)
Entry from the Open Molecules 2025 dataset: the molecule C22H26N4O5S in a non-equilibrium geometry (wB97M-V/def2-TZVPD).

```
! wB97M-V def2-TZVPD RIJCOSX def2/J DEFGRID3
* xyz 0 1
C -2.783 1.804 -2.098
H -2.380 2.639 -1.531
H -3.586 1.342 -1.527
H -3.190 2.180 -3.032
C -1.685 0.787 -2.396
N -1.121 0.256 -1.182
C -0.245 0.880 -0.344
N 0.025 0.121 0.689
N -0.680 -1.012 0.551
C -1.361 -0.939 -0.557
C -2.232 -2.024 -1.093
O -3.490 -1.579 -1.544
C -4.385 -1.091 -0.621
C -5.606 -0.668 -1.135
C -6.585 -0.152 -0.308
C -6.355 -0.048 1.061
C -5.130 -0.471 1.571
C -4.150 -0.988 0.746
H -3.214 -1.299 1.181
H -4.959 -0.386 2.632
O -7.244 0.446 1.970
C -8.500 0.880 1.511
H -9.035 1.220 2.396
H -9.062 0.065 1.042
H -8.407 1.711 0.804
H -7.519 0.164 -0.744
H -5.776 -0.754 -2.196
H -1.762 -2.468 -1.978
H -2.326 -2.797 -0.321
S 0.399 2.461 -0.653
C 1.458 2.653 0.819
H 0.941 2.172 1.648
H 1.544 3.728 0.976
C 2.850 2.067 0.590
O 3.808 2.787 0.398
N 2.856 0.719 0.624
C 3.933 -0.147 0.409
C 5.251 0.283 0.353
C 6.276 -0.636 0.157
C 5.968 -1.986 0.027
C 4.654 -2.417 0.078
C 3.624 -1.510 0.261
O 2.288 -1.821 0.299
C 1.912 -3.171 0.393
H 2.408 -3.667 1.233
H 2.130 -3.717 -0.532
H 0.836 -3.152 0.564
H 4.444 -3.469 -0.035
H 6.770 -2.690 -0.118
O 7.598 -0.309 0.086
C 7.956 1.047 0.207
H 7.499 1.656 -0.579
H 7.673 1.451 1.185
H 9.039 1.075 0.104
H 5.446 1.335 0.462
H 1.968 0.239 0.784
H -0.877 1.264 -2.960
H -2.089 -0.047 -2.973
*
```

Values from the calculation:
HOMO: -7.5 eV
ΔE to the lowest compared entry with this formula, charge and spin: 80.2 kcal per mole
SMILES: CCn1c(COc2ccc(OC)cc2)nnc1SCC(=O)Nc1cc(OC)ccc1OC

=====

(2)
Entry from the Open Molecules 2025 dataset: a 12-piece molecular cluster, C48H102N2O32 overall in a non-equilibrium geometry (wB97M-V/def2-TZVPD).

```
! wB97M-V def2-TZVPD RIJCOSX def2/J DEFGRID3
* xyz 0 1
C 7.226 8.502 26.308
C 8.656 8.965 26.125
C 9.345 8.107 25.038
O 9.283 6.713 25.254
C 10.042 6.258 26.335
N 8.619 10.359 25.706
H 7.118 7.451 26.589
H 6.594 8.644 25.428
H 6.756 9.051 27.129
H 9.260 8.862 27.027
H 10.398 8.420 24.944
H 8.894 8.358 24.074
H 9.902 6.808 27.272
H 11.127 6.279 26.161
H 9.764 5.222 26.519
H 8.153 10.425 24.806
H 9.522 10.810 25.657
C 3.868 9.798 25.914
C 3.105 9.664 24.603
C 2.134 10.799 24.355
O 0.987 10.363 23.683
C 0.194 11.426 23.197
N 3.977 9.411 23.434
H 3.171 9.981 26.733
H 4.631 10.577 25.881
H 4.407 8.866 26.088
H 2.504 8.744 24.673
H 2.649 11.607 23.804
H 1.878 11.275 25.311
H -0.612 10.943 22.640
H 0.722 11.999 22.434
H -0.201 12.079 23.980
H 4.077 8.424 23.221
H 3.524 9.803 22.614
C 2.563 2.805 22.486
C 3.446 3.422 21.427
O 4.661 3.928 21.975
C 4.774 5.136 22.491
O 3.907 5.976 22.578
O 6.033 5.262 22.885
C 6.478 6.491 23.431
H 1.650 2.428 22.027
H 2.278 3.538 23.243
H 3.097 2.010 23.008
H 2.876 4.130 20.821
H 3.789 2.651 20.738
H 6.829 7.147 22.630
H 7.357 6.329 24.052
H 5.711 6.989 24.019
C 1.437 5.600 25.944
C 1.043 4.142 25.841
O -0.030 3.826 26.714
C -0.265 2.527 26.919
O 0.411 1.609 26.548
O -1.402 2.456 27.610
C -1.937 1.151 27.764
H 0.654 6.188 25.466
H 2.372 5.833 25.438
H 1.503 5.815 27.012
H 1.904 3.509 26.088
H 0.813 3.904 24.802
H -2.126 0.674 26.795
H -2.909 1.240 28.237
H -1.231 0.505 28.285
C 2.736 14.149 25.577
C 2.065 14.550 24.267
O 2.997 14.265 23.192
C 2.454 14.135 21.986
O 1.288 14.092 21.685
O 3.462 14.064 21.110
C 3.146 13.675 19.788
H 3.742 14.572 25.544
H 2.760 13.080 25.724
H 2.199 14.688 26.358
H 1.815 15.607 24.252
H 1.143 13.996 24.104
H 4.071 13.798 19.230
H 2.445 14.366 19.313
H 2.751 12.664 19.710
C -1.812 19.433 26.756
C -1.092 19.011 25.497
O -1.867 17.952 24.894
C -1.291 16.772 24.748
O -0.166 16.461 25.045
O -2.162 15.951 24.166
C -1.760 14.586 24.123
H -1.417 20.378 27.144
H -1.681 18.725 27.575
H -2.876 19.602 26.597
H -0.131 18.572 25.764
H -0.974 19.831 24.795
H -1.502 14.243 25.128
H -0.902 14.393 23.477
H -2.598 14.022 23.737
C -1.043 15.245 28.047
C -0.601 13.830 27.723
O -0.028 13.257 28.899
C 0.947 12.357 28.740
O 1.402 11.988 27.684
O 1.323 11.936 29.927
C 2.509 11.137 29.972
H -0.155 15.859 28.205
H -1.625 15.293 28.970
H -1.672 15.649 27.257
H 0.083 13.823 26.875
H -1.454 13.198 27.453
H 3.320 11.720 29.539
H 2.339 10.199 29.445
H 2.745 10.920 31.009
C -6.120 13.901 21.595
C -4.873 13.114 21.916
O -4.098 13.068 20.714
C -2.841 12.646 20.805
O -2.169 12.509 21.796
O -2.389 12.482 19.567
C -1.040 12.033 19.456
H -6.826 13.894 22.427
H -6.617 13.423 20.748
H -5.953 14.947 21.343
H -5.165 12.103 22.208
H -4.319 13.574 22.733
H -0.390 12.769 19.936
H -0.771 11.940 18.410
H -0.926 11.077 19.967
C 6.524 13.476 24.823
C 5.832 12.458 23.956
O 6.286 12.512 22.597
C 7.126 11.565 22.195
O 7.653 10.733 22.880
O 7.383 11.647 20.886
C 6.587 12.485 20.047
H 6.329 14.488 24.459
H 7.608 13.359 24.851
H 6.133 13.398 25.838
H 4.751 12.594 23.985
H 5.935 11.442 24.336
H 5.565 12.510 20.399
H 6.655 12.096 19.030
H 7.092 13.448 19.941
C -4.185 4.547 25.697
C -2.902 5.267 25.354
O -3.029 6.135 24.233
C -3.295 7.419 24.433
O -3.595 7.908 25.496
O -3.222 8.051 23.273
C -3.617 9.406 23.235
H -4.588 4.005 24.842
H -4.962 5.268 25.969
H -4.010 3.915 26.567
H -2.166 4.515 25.063
H -2.433 5.756 26.209
H -4.617 9.573 23.634
H -3.606 9.733 22.197
H -2.900 10.036 23.765
C -1.248 10.228 26.435
C -0.116 9.224 26.532
O -0.577 7.985 27.098
C -0.628 7.799 28.409
O -1.014 6.779 28.906
O -0.222 8.884 29.089
C -0.171 8.734 30.506
H -0.823 11.154 26.040
H -1.761 10.433 27.377
H -2.007 9.855 25.751
H 0.869 9.466 26.924
H 0.063 8.987 25.479
H -1.148 8.410 30.859
H 0.063 9.710 30.926
H 0.616 8.038 30.796
C -1.029 1.993 23.476
C -1.082 3.074 22.410
O -0.662 4.306 22.976
C -0.256 5.290 22.197
O -0.237 5.301 20.992
O 0.151 6.267 22.999
C 0.678 7.452 22.434
H -1.717 2.257 24.284
H -0.028 1.852 23.877
H -1.430 1.072 23.050
H -2.129 3.212 22.127
H -0.486 2.769 21.552
H 0.707 7.533 21.353
H 1.658 7.642 22.873
H 0.078 8.271 22.841
*
```

Values from the calculation:
HOMO: -8.5 eV
SMILES: COC[C@H](C)N.COC[C@H](C)N.CCOC(=O)OC.CCOC(=O)OC.CCOC(=O)OC.CCOC(=O)OC.CCOC(=O)OC.CCOC(=O)OC.CCOC(=O)OC.CCOC(=O)OC.CCOC(=O)OC.CCOC(=O)OC

=====

(3)
Entry from the Open Molecules 2025 dataset: C45H53AgClN6O3S2Se as an isolated structure in a non-equilibrium geometry (wB97M-V/def2-TZVPD).

```
! wB97M-V def2-TZVPD RIJCOSX def2/J DEFGRID3
* xyz -1 1
Ag -1.279 -0.333 1.096
O -0.538 1.779 4.475
C -0.079 0.963 3.685
O 0.251 1.105 2.459
C 0.316 -0.437 4.253
C 1.327 -0.458 5.279
C 1.789 -1.718 5.685
C 1.129 -2.860 5.149
C 0.147 -2.846 4.186
C -0.409 -1.598 3.801
S -1.940 -1.740 2.943
H 1.646 0.487 5.642
H 2.457 -1.847 6.476
H 1.418 -3.815 5.570
H -0.145 -3.765 3.715
C -6.550 0.635 4.131
C -6.357 1.817 3.145
C -5.444 2.961 3.728
C -3.974 2.621 3.867
N -3.052 3.585 3.235
C -2.346 3.269 2.127
Se -2.890 2.086 0.744
N -1.206 4.079 2.013
C -0.085 3.884 1.117
C -0.271 4.295 -0.312
C -0.389 5.763 -0.506
C -1.746 6.436 -0.121
C -1.126 4.806 3.224
C -0.374 5.920 3.484
C -0.895 6.806 4.464
C -2.091 6.577 5.022
C -2.808 5.400 4.856
C -2.339 4.542 3.896
H -5.876 0.690 4.993
H -6.340 -0.321 3.631
H -7.567 0.566 4.525
H -7.362 2.299 2.992
H -6.085 1.503 2.144
H -5.956 3.273 4.682
H -5.509 3.905 3.043
H -3.691 1.631 3.440
H -3.740 2.567 4.944
H 0.132 2.810 1.172
H 0.739 4.484 1.601
H -1.258 3.845 -0.609
H 0.581 3.863 -0.886
H -0.142 6.075 -1.558
H 0.392 6.233 0.095
H -2.522 5.731 -0.478
H -1.959 7.469 -0.422
H -1.867 6.263 0.923
H 0.501 6.149 2.824
H -0.285 7.661 4.739
H -2.526 7.268 5.725
H -3.639 5.124 5.518
C 2.143 -3.934 -2.185
C 2.831 -3.419 -3.439
C 2.585 -4.532 -4.471
C 4.343 -3.207 -3.094
C 2.104 -2.070 -3.917
O 0.630 -2.263 -3.794
C 2.384 -1.768 -5.477
C 3.827 -1.636 -6.055
C 4.542 -0.342 -5.934
C 3.942 0.965 -5.845
C 4.627 2.036 -5.351
C 6.043 1.922 -5.163
Cl 7.000 3.335 -4.876
C 6.669 0.684 -5.252
C 5.929 -0.411 -5.773
C 2.480 -0.736 -3.189
N 1.827 -0.481 -1.923
C 0.525 -0.619 -1.562
N 0.353 -0.339 -0.287
C 1.616 -0.089 0.143
N 2.566 -0.071 -0.812
H 2.429 -5.036 -2.081
H 1.044 -3.815 -2.320
H 2.500 -3.436 -1.292
H 3.402 -5.223 -4.183
H 2.730 -4.177 -5.527
H 1.624 -5.012 -4.351
H 4.865 -4.193 -3.017
H 4.420 -2.687 -2.131
H 4.831 -2.520 -3.769
H 0.478 -3.101 -4.236
H 1.944 -0.746 -5.555
H 1.792 -2.430 -6.121
H 3.603 -1.922 -7.128
H 4.493 -2.444 -5.749
H 2.913 1.065 -6.142
H 4.090 2.944 -5.203
H 7.690 0.652 -4.852
H 6.370 -1.442 -5.872
H 2.305 0.075 -3.960
H 3.570 -0.688 -3.060
H -0.288 -1.067 -2.203
H 1.838 0.221 1.130
S -3.374 -5.614 -2.363
C -4.173 -4.460 -1.378
N -3.978 -4.431 -0.090
C -3.187 -5.536 0.250
C -2.611 -5.698 1.503
C -1.684 -6.737 1.610
C -1.324 -7.546 0.518
C -1.760 -7.240 -0.776
C -2.761 -6.293 -0.892
H -4.678 -3.679 -1.913
H -2.952 -5.041 2.287
H -1.166 -6.971 2.513
H -0.651 -8.383 0.632
H -1.476 -7.902 -1.588
*
```

Values from the calculation:
HOMO: -3.6 eV

=====

(4)
Entry from the Open Molecules 2025 dataset: a 40-piece molecular cluster, H80O40 overall in a non-equilibrium geometry (wB97M-V/def2-TZVPD).

```
! wB97M-V def2-TZVPD RIJCOSX def2/J DEFGRID3
* xyz 1 2
H -0.446 2.783 0.269
H -1.480 1.550 0.649
O -0.671 1.916 0.127
H -0.841 -1.957 5.542
H -2.188 -2.758 5.658
O -1.452 -2.578 4.994
H -1.373 3.712 -4.491
H -0.351 4.719 -4.645
O -0.937 4.372 -3.943
H 1.686 -2.043 2.437
H 1.673 -1.078 1.123
O 2.323 -1.608 1.829
H -4.536 0.363 -5.051
H -4.758 0.693 -3.743
O -4.746 1.143 -4.458
H 1.993 -4.317 3.759
O 2.433 -4.585 4.595
H 3.418 0.832 0.188
O 3.430 0.339 -0.625
H 1.508 -0.878 -1.111
H 1.144 -0.643 -2.369
O 1.122 -0.112 -1.576
H -0.441 1.349 5.751
H -0.939 2.792 5.666
O -0.816 2.065 6.285
H 4.146 0.973 2.407
H 4.550 -0.326 2.789
O 4.405 0.552 3.219
H -3.512 -0.488 1.967
H -2.454 -0.874 1.031
O -3.149 -0.321 1.246
H -2.137 4.616 -0.049
O -1.882 5.451 0.012
H 1.330 2.444 -4.510
H 2.315 1.205 -5.061
O 1.907 2.088 -5.208
H -0.595 3.799 4.489
H -0.288 3.761 3.022
O -1.067 3.939 3.649
H -2.688 1.857 -1.978
H -1.368 1.381 -2.007
O -2.084 1.165 -2.436
H 0.186 -4.279 2.144
H 0.536 -3.050 1.068
O 0.779 -3.537 1.919
H -4.748 -3.587 2.552
H -4.954 -2.003 2.684
O -4.336 -2.776 2.824
H -1.669 -4.558 -0.514
H -1.980 -3.595 -1.672
O -1.611 -4.397 -1.482
H -0.098 2.447 -5.638
O -0.829 1.570 -5.535
H -1.678 -2.233 0.564
H -0.742 -0.941 0.747
O -0.766 -1.850 0.512
H -6.288 -1.015 -0.217
O -6.456 -0.688 0.688
H 2.292 3.969 3.485
H 2.278 2.370 3.074
O 1.751 3.151 3.259
H 4.669 2.151 -2.092
H 5.974 2.341 -2.442
O 5.334 2.916 -1.989
H 3.839 -1.164 -4.253
H 3.926 -0.840 -2.880
O 4.475 -1.183 -3.510
H -1.025 0.091 3.978
H 0.460 0.776 4.095
O -0.489 0.886 4.013
H 2.048 3.871 -2.825
H 0.475 3.264 -2.253
O 1.395 3.796 -2.078
H 2.011 6.154 -1.213
H 1.901 5.887 0.315
O 2.506 5.823 -0.418
H 1.062 -6.520 -0.456
H 1.951 -6.528 0.443
O 0.968 -6.696 0.394
H 0.998 -1.764 -5.245
H -0.076 -0.685 -4.583
O 0.907 -1.107 -4.648
H -3.481 -0.187 -1.389
H -4.017 -0.357 0.111
O -4.133 -0.668 -0.957
H 0.522 1.075 0.913
H 0.822 0.736 2.366
O 0.438 0.348 1.476
H -3.501 -3.277 -5.000
O -2.702 -2.973 -4.622
H 5.194 -3.603 0.820
H 4.913 -2.556 2.014
O 5.054 -3.492 1.803
H -0.647 1.286 -6.444
H 3.296 -4.135 4.149
H -6.692 0.160 0.623
H 2.526 0.478 -0.930
H -1.506 5.954 -0.700
H -2.953 -1.974 -4.466
O 3.581 -5.017 -1.302
H 4.206 -4.303 -1.240
H 3.495 -5.204 -0.285
O 3.553 2.962 0.454
H 4.348 3.185 0.162
H 2.878 3.530 -0.037
O -2.020 -5.124 0.995
H -1.807 -4.603 1.873
H -1.526 -5.868 1.026
O 4.951 -1.957 -0.325
H 5.889 -1.754 -0.532
H 4.530 -1.128 -0.502
O -3.639 5.049 1.958
H -2.971 5.607 2.347
H -3.972 5.329 1.164
O -4.956 -3.583 -1.776
H -4.946 -2.613 -1.579
H -4.223 -4.075 -1.343
O -2.416 2.731 1.981
H -2.952 3.537 2.065
H -2.297 2.726 2.873
*
```

Values from the calculation:
HOMO (spin up / spin down): -12.6 / -12.6 eV
ΔE to the lowest compared entry with this formula, charge and spin: 330.6 kcal per mole

=====

(5)
Entry from the Open Molecules 2025 dataset: an isolated ion of composition C2H7N2O and charge +1 in a non-equilibrium geometry (wB97M-V/def2-TZVPD).

```
! wB97M-V def2-TZVPD RIJCOSX def2/J DEFGRID3
* xyz 1 1
C -0.001 0.704 -0.058
C -1.460 0.431 -0.094
N 2.403 -0.287 0.215
N -1.778 -0.779 0.086
O 0.953 -0.418 -0.216
H 0.288 1.434 -0.828
H 0.034 1.295 1.054
H -2.155 1.256 -0.146
H 2.736 0.072 -0.740
H 2.702 -1.241 0.222
H -1.033 -1.448 0.381
H -2.690 -1.019 0.126
*
```

Values from the calculation:
HOMO: -14.3 eV
ΔE to the lowest compared entry with this formula, charge and spin: 98.2 kcal per mole
SMILES: NOCC=[NH2+]

=====

(6)
Entry from the Open Molecules 2025 dataset: the molecule C4H7NO in a non-equilibrium geometry (wB97M-V/def2-TZVPD).

```
! wB97M-V def2-TZVPD RIJCOSX def2/J DEFGRID3
* xyz 0 1
C -1.881 -0.824 0.267
C 0.429 1.555 0.057
C -1.396 0.167 -0.435
C 0.028 0.403 -0.377
N 2.054 -0.764 0.032
O 0.791 -0.754 -0.653
H -2.972 -0.901 0.368
H -1.093 -1.600 0.422
H 1.489 1.704 0.202
H -0.133 2.480 0.061
H -1.905 1.065 -0.711
H 1.836 -1.001 1.010
H 2.752 -1.531 -0.244
*
```

Values from the calculation:
HOMO: -8.6 eV
ΔE to the lowest compared entry with this formula, charge and spin: 106.7 kcal per mole
SMILES: C=CC(=C)ON